{"formula": "C2H5NO2", "method": "the ωB97M-V functional and the def2-TZVPD basis", "symbols": ["N", "C", "O", "C", "O", "H", "H", "H", "H", "H"], "positions_angstrom": [[-1.06, 0.79, -0.39], [-0.42, 0.14, 0.64], [-0.91, -0.06, 1.73], [1.02, -0.34, 0.25], [0.92, -0.89, -1.05], [-1.94, 1.27, -0.22], [-0.66, 0.83, -1.31], [1.67, 0.53, 0.26], [1.35, -1.11, 0.96], [0.02, -1.17, -0.85]], "nbo_charge": [-0.85, 0.62, -0.58, -0.17, -0.69, 0.41, 0.41, 0.19, 0.19, 0.46], "e_tot_ha": -284.4341, "smiles": "NC(=O)CO", "e_above_lowest_ev": 0.905, "homo_ev": -10.09, "gap_ev": 10.83}